[1]
ORCA calculation (ωB97M-V/def2-TZVPD) on a 40-piece molecular cluster, H80O40 overall.

Structure (ORCA input):
```
! wB97M-V def2-TZVPD RIJCOSX def2/J DEFGRID3
* xyz 0 1
H -1.69940 2.68667 -4.59322
H -2.78722 -1.46650 -2.77912
H 0.75101 -1.00786 -1.20064
O 2.84465 -1.52869 4.47288
H -0.63007 3.73003 5.30511
H 2.43511 -1.91530 3.74046
H -2.90046 4.08843 -2.38962
H -0.09333 -2.09781 4.39072
O 1.39917 0.94545 6.33958
O -4.03467 2.06317 -1.73003
H -3.18857 3.98998 -0.86495
O -0.68176 2.96970 5.81775
H 1.09680 3.03116 -4.65900
H 1.10606 -2.53039 5.33970
H 1.39611 0.67337 -2.24612
H 2.63184 2.68127 0.73648
O -0.99913 -1.46775 2.09822
H 1.09350 -2.66984 2.00463
O 1.48343 0.38780 -3.15007
O -5.29516 -2.19024 -2.75151
H 6.07795 -0.57576 0.89795
H 0.92146 -4.59647 1.60240
H 2.48460 -2.86065 1.38161
H 0.69405 -4.40969 -3.59551
H -0.62658 -2.36703 1.83394
H 0.60787 1.03003 -5.79724
H -5.23382 -2.19457 -3.71587
O -0.22118 -4.20359 -3.85957
O -2.73475 2.53904 3.99695
H 3.52189 1.04344 2.58534
H 2.31162 0.69252 1.78130
H 5.80832 1.16551 -2.78626
H 2.14038 0.19973 -6.46339
H 4.31003 -0.49301 3.78396
H -2.39732 -4.78505 -0.75925
O 0.98540 3.02435 2.44900
H -4.97593 2.71659 1.48187
H -5.40356 -0.69452 0.15137
O -0.28084 5.06952 1.65835
O 3.97817 0.72156 -4.08349
H 0.93013 1.85031 6.28639
H 0.09201 3.02146 2.75400
H 3.57796 -2.07449 4.87271
H -2.36342 -0.38941 -3.57982
O 1.90605 -3.12458 2.16621
H -1.41025 -2.90044 -2.36354
O 1.56932 -0.42225 -5.99919
H -1.35149 2.42723 5.34487
H 2.27479 -3.08329 -1.45745
H 1.73491 1.21668 -3.55970
H -2.28888 -0.07264 -0.80589
H 3.04812 -2.04900 -2.30798
O -1.76849 -2.99367 -1.41771
H 0.01201 -3.85414 0.53992
H 0.07606 0.02395 0.10949
H 0.55563 0.42617 6.37213
O -1.17113 -0.36066 5.73420
H -1.67476 -1.93064 2.57661
H 2.20449 -0.58270 -5.25326
H -3.71283 -3.35191 2.14533
O -2.84499 -4.90704 0.08880
H -2.45532 -0.72555 0.55634
H -1.27878 2.10546 -3.27725
O -5.61443 3.07088 0.86572
O 5.47407 1.21246 -1.82765
O -3.11215 3.16955 1.23396
O -3.29051 -2.71101 1.58355
H 0.93528 2.59181 1.60672
H -3.49041 2.06164 4.18874
H -2.40996 -5.83167 0.22107
O 2.48300 -2.85191 -2.44511
O 3.18392 1.14643 1.69221
H -1.10872 0.95589 1.02070
H -0.55214 -5.06080 -4.21522
O -2.03896 2.23546 -3.79510
H 6.65928 -0.93032 -0.33316
H -1.62545 0.59005 2.39583
O 4.40165 0.43246 3.88999
H 4.94610 0.56782 -4.13721
O 0.86677 -0.35119 -0.37725
H 3.80897 0.80296 4.50713
H -1.68369 -2.31519 -0.72433
H -4.47168 2.92373 -1.93026
H 3.46256 4.06111 1.24920
H -4.69995 -1.16430 1.47062
O 0.22847 -2.67466 5.11005
H 4.65157 -2.98169 1.51949
H -3.32575 4.04660 1.51769
H -2.12428 -0.77506 -6.06069
O -3.34487 4.50554 -1.65862
O 4.83148 -3.64902 2.19227
H -0.55360 -1.03717 5.85640
H -4.22807 1.47658 -2.46558
O -5.51650 -0.94705 1.07106
H -5.07348 3.29956 0.03665
H -1.00161 1.42553 -6.39542
O -3.04176 -1.12610 -3.61974
H -3.51406 -0.47242 -5.71394
H 4.96351 -4.33512 1.48994
O -0.14418 1.63397 -5.91256
O -1.83452 -0.64459 -0.14818
O 3.94618 -1.16884 -0.47773
O 0.39836 -4.71856 0.73725
H -2.79825 2.78218 3.04832
O 2.07411 3.38519 -4.64547
O 2.98535 3.55132 0.64213
H 4.25069 -0.86821 -1.40019
H 3.75150 1.65379 -3.93547
O -1.23198 1.29554 1.88854
H 3.53207 -0.42646 -0.11044
H -4.37834 -2.55749 -2.53173
H -0.57503 5.78665 0.99000
H -1.95504 -0.68064 5.31645
O -2.80753 -0.11755 -6.26994
H -2.17163 3.17462 1.30017
H 1.78348 4.31379 -4.64636
H 5.04059 2.07518 -1.70201
H 0.66939 5.23472 1.80957
O 6.19385 -1.41763 0.37044
H -3.36049 -3.29181 0.70758
*
```

## Properties
energy above the lowest of the compared OMol25 structures with the same formula, charge and spin	1083.4	kJ/mol
E_HOMO	-0.37447	hartree

Atom charges from the Löwdin analysis, given in e for atoms 1 to 6:
1. H 0.0489
2. H -0.0282
3. H 0.1105
4. O -0.0391
5. H -0.0005
6. H -0.0250

[2]
ORCA calculation (ωB97M-V/def2-TZVPD) on C39H36ClMoN3Si2 as an isolated structure.

Structure (ORCA input):
```
! wB97M-V def2-TZVPD RIJCOSX def2/J DEFGRID3
* xyz 2 3
C 2.35316 -0.64954 1.70713
H 1.73340 4.02158 -10.30085
C 1.21239 3.47351 -9.50778
C 0.01235 -3.84934 -4.04187
C 2.16842 -2.46596 -7.38130
C 3.18924 -3.11110 0.85047
C 1.24999 1.73203 -7.78196
H -1.68397 -4.81693 -4.98725
H -0.42347 -2.07483 1.74892
H 0.30463 4.52336 -5.67185
C -0.03185 -1.41576 -3.93812
H 0.09981 2.89285 -1.19114
H -2.06944 4.96438 -5.04847
H -1.69041 -0.50447 -4.99273
H 2.97719 2.36590 -8.91174
Si 2.33455 0.36590 -7.14735
N 1.81338 0.55725 2.20186
C -1.54131 4.09588 -4.64419
N 1.88636 -1.11456 0.52987
H -0.07898 -2.35877 -10.55307
H 2.00783 0.23045 -2.49285
H 1.65667 5.13467 2.23339
C -1.21161 -3.86725 -4.72398
C 0.60084 -2.63951 -3.67437
C 1.90416 2.98069 2.21331
H -0.66223 1.31283 -6.85074
C -0.12455 1.92825 -7.57324
H -3.24797 3.34639 -3.53137
C -0.19828 3.86312 -4.96265
H 1.86754 -4.59850 -7.40749
C 1.91002 2.53813 -8.73889
C -2.20564 3.17645 -3.82287
C -1.21110 -1.43606 -4.69690
C 3.24493 -1.37376 2.50387
H 1.53077 2.62640 -4.64072
H 2.07633 0.72762 3.16676
C 0.81257 -3.61722 -9.02949
C -0.78241 -1.37728 1.00281
C 3.70057 -2.61653 2.06500
C 2.28732 -2.36161 0.11809
H -2.15683 1.25523 -2.86044
H 0.43148 -4.54872 -9.46553
H -2.14512 -0.49109 -1.91934
H -2.75896 -2.64521 -5.59544
C 0.53415 -2.38949 -9.64782
H 3.45410 -4.09942 0.47162
C -0.16302 3.67307 -9.28121
C -0.81841 2.90730 -8.30701
H 2.83001 -2.52716 -6.52230
C 1.47616 4.20060 1.69657
C 1.61768 1.78712 1.52888
H 2.43355 2.87792 3.16196
C 0.57682 2.96532 -0.19740
C -1.72926 -0.54717 -0.92601
C 1.85295 -1.22809 -7.96509
C 1.62866 -3.64719 -7.88951
H 3.54174 -0.91838 3.44772
C -1.81118 -2.64821 -5.05447
H 0.86586 -0.26341 -9.63600
C -1.57192 1.99534 -3.41246
N 0.99324 1.76572 0.33260
H 1.55967 -2.63842 -3.16082
H -1.89166 3.05818 -8.13186
C 1.06651 -1.20634 -9.13130
Si 0.64652 0.16522 -3.19434
H -2.00633 1.53577 -0.12495
H 4.40853 -3.19865 2.65327
H 1.85361 -2.69139 -0.83680
C 0.76407 4.15989 0.48357
C -1.14173 -1.70766 -0.33381
Mo 0.34373 -0.09881 -0.56659
C -1.08095 -0.00288 1.21867
H -1.00146 0.52029 2.16500
C 0.46709 2.75106 -4.44189
H -0.71729 4.41197 -9.87396
H 0.51417 -4.78461 -3.79020
C -1.65823 0.52250 0.02447
C -0.22144 1.75524 -3.72247
Cl 2.38648 -0.14181 -5.13373
H -1.02350 -2.67090 -0.80576
H 0.30270 5.05513 0.07444
H 3.73294 0.81699 -7.32313
*
```

## Properties
energy above the lowest of the compared OMol25 structures with the same formula, charge and spin	0.0	kJ/mol
E_HOMO (spin up / spin down)	-0.47992 / -0.47994	hartree

Atom charges from the Löwdin analysis, given in e for atoms 1 to 6:
1. C -0.2697
2. H 0.1157
3. C -0.0608
4. C -0.0697
5. C -0.1304
6. C -0.0269

[3]
ORCA calculation (ωB97M-V/def2-TZVPD) on C4H11BClF4PdTi as an isolated structure.

Structure (ORCA input):
```
! wB97M-V def2-TZVPD RIJCOSX def2/J DEFGRID3
* xyz -2 4
H -0.16611 -1.80103 -4.21412
H 3.08185 0.66288 -2.96056
H -2.60544 -0.29986 0.48950
H 1.94578 1.95135 -2.35709
H 1.76488 1.27900 -4.03193
H -1.65567 0.77459 -1.47399
Ti 0.81836 -0.38108 -2.29398
H -0.06838 -0.06069 -4.70620
C -0.57712 0.98406 -1.53433
C -0.37004 -0.75639 -3.90543
H -0.34577 2.06449 -1.43404
F 0.75538 -2.14839 2.79636
Cl 2.02445 -2.28266 -2.27390
C -1.72812 -0.78731 0.96151
F 2.03454 -0.41613 3.65644
F 3.05454 -2.10358 2.42365
H -1.42201 -0.61062 -3.62004
B 1.89977 -1.34370 2.61917
H -1.58037 -1.83483 0.62297
H -1.73922 -0.71696 2.06150
C 2.05528 1.06502 -2.99327
Pd -0.11638 0.10989 0.18722
F 1.71630 -0.55226 1.31214
*
```

## Properties
energy above the lowest of the compared OMol25 structures with the same formula, charge and spin	18.0	kJ/mol
E_HOMO (spin up / spin down)	0.02695 / -0.03868	hartree

Atom charges from the Löwdin analysis, given in e for atoms 1 to 6:
1. H -0.0503
2. H -0.0397
3. H -0.0426
4. H -0.0399
5. H -0.0393
6. H -0.0543